# 1
Here is a single C2H2N4 molecule from the OMol25 dataset. Energies are from ωB97M-V with the def2-TZVPD basis set.

Atoms and positions in Å:
C 0.41211 -0.61773 -0.67028
N 0.26678 -1.33820 0.63555
N -0.19759 -0.62920 1.54062
N -0.77552 0.51204 1.16305
C -0.24839 0.94435 0.02755
N 0.92241 0.57969 -0.64807
H 0.37867 -1.20339 -1.58103
H -0.75846 1.75244 -0.46740

LUMO level	-1.4	eV
energy	-296.27481	hartree
multiplicity	1
HOMO energy	-0.3822	Ha
net charge	0

Here are the Mulliken charges for atoms 1 to 5, given in e: 0.03 -0.06 -0.24 -0.22 0.04



# 2
Here is a molecular structure, C34H35IrN2O from the OMol25 dataset. Energies are from ωB97M-V with the def2-TZVPD basis set.

Atoms and positions in Å:
C -1.56938 1.01235 -0.37587
C -1.96153 0.84325 -1.76109
C -2.37420 -0.53285 -1.91997
H -1.91645 1.59997 -2.53454
C -2.21097 -1.18284 -0.63120
C -1.74888 -0.22950 0.31664
H -2.56988 -2.19055 -0.41935
C 2.23515 1.29050 0.26533
C 1.65709 2.03160 -0.78044
C 1.43402 1.19147 -1.89262
H 1.68351 3.11607 -0.85113
C 1.78756 -0.20344 -1.42678
C 2.29768 -0.03898 -0.05717
H -2.83168 -0.97461 -2.79931
H -1.52536 -0.39635 1.37545
H -1.25183 1.94214 0.07432
H 2.61517 -0.88269 0.57239
H 1.29113 1.50808 -2.93067
H 2.63965 1.78195 1.15249
Ir -0.24990 -0.27800 -1.48987
C 2.08434 -1.38696 -2.29321
C 3.53522 -1.88033 -2.30971
C 1.65094 -0.96926 -3.70939
H 4.26143 -1.14492 -2.68151
H 3.56346 -2.73583 -2.99498
H 3.87208 -2.25860 -1.33935
H 2.24696 -0.11063 -4.08179
H 0.58823 -0.65446 -3.64839
H 1.72663 -1.83139 -4.37390
C 1.18310 -2.45460 -1.57974
C 0.49028 -3.48370 -2.40841
H 0.12779 -2.12485 -1.25456
H 1.67875 -2.80822 -0.65735
O 0.35840 -3.12104 -3.63534
N -0.14868 -4.56321 -1.79148
C -1.56300 -4.47517 -1.41029
H 0.11746 -5.44440 -2.24222
C -2.48709 -3.80591 -2.42381
C -3.81072 -3.55213 -2.04224
H -4.17596 -3.91078 -1.07991
C -4.64187 -2.78830 -2.85128
H -5.64485 -2.51504 -2.50832
C -4.18747 -2.36920 -4.12143
H -4.84179 -1.76539 -4.77007
C -2.92218 -2.76652 -4.57043
H -2.56217 -2.48353 -5.56293
C -2.11512 -3.54131 -3.73686
H -1.16649 -3.87068 -4.12883
H -1.63956 -4.01378 -0.40865
H -1.88560 -5.50933 -1.28341
C -0.49429 -2.05820 5.15402
C 0.04683 -2.26482 3.87770
C 0.29892 -1.18123 3.04630
C 0.04005 0.15564 3.48281
C -0.46900 0.33573 4.80336
C -0.74520 -0.75671 5.61253
N 0.21250 1.17675 2.60094
C 0.55964 2.45350 2.90814
C 0.26118 3.49373 1.97687
C 0.65348 4.80121 2.20986
C 1.42600 5.10814 3.33617
C 1.75297 4.10296 4.25805
C 1.29742 2.80585 4.07606
H -0.72292 -2.91867 5.78348
H 0.27167 -3.26685 3.51059
H 0.70032 -1.30392 2.03239
H -0.65038 1.35347 5.15203
H -1.15489 -0.59812 6.60904
H -0.27082 3.21014 1.06497
H 0.36535 5.57223 1.49620
H 1.77933 6.12843 3.48623
H 2.37039 4.33848 5.12691
H 1.52638 2.02398 4.80021

LUMO level (spin up / spin down)	-2.2 / -5.7	eV
energy	-1605.12622	hartree
multiplicity	6
HOMO energy (spin up / spin down)	-0.3547 / -0.4005	Ha
net charge	+1

Here are the Mulliken charges for atoms 1 to 5, given in e: 0.43 -1.69 0.31 0.50 -1.01



# 3
Here is a gas-phase ion, C5H5Cl2N2O4S (charge -1) from the OMol25 dataset. Energies are from ωB97M-V with the def2-TZVPD basis set.

Atoms and positions in Å:
C 2.14167 0.75230 -0.56502
C 2.89182 -1.18197 0.61599
C 0.95396 -0.02735 0.04569
C 0.16193 -0.74501 -1.00952
C 0.12550 1.15114 0.88546
N 3.16977 -0.43204 -0.47821
N 1.64266 -0.74564 1.04638
O 2.57910 1.60813 0.52226
O 2.02440 1.26027 -1.68443
O 3.50120 -2.05967 1.15574
O 1.07076 3.57392 1.30473
S 1.50998 2.22062 1.61446
Cl 4.67377 -0.38627 -1.30515
Cl 0.88916 -2.01288 2.08235
H -0.62376 0.04096 -1.42806
H -0.36861 -1.70582 -0.66986
H 0.91569 -1.13165 -1.84355
H -0.45098 0.88806 1.84915
H -0.42314 1.73522 0.15488

LUMO level	2.9	eV
energy	-1922.55013	hartree
multiplicity	1
HOMO energy	-0.1981	Ha
net charge	-1

Here are the Mulliken charges for atoms 1 to 5, given in e: 0.63 0.50 0.97 -1.34 -0.91



# 4
Here is a molecular structure, CH2INO from the OMol25 dataset. Energies are from ωB97M-V with the def2-TZVPD basis set.

Atoms and positions in Å:
C 0.24078 -0.06078 -0.02620
N 1.34458 -0.57750 0.14736
O -1.05816 -0.77590 -0.21590
I -2.58246 0.39706 0.05147
H 0.01790 0.95232 -0.01328
H 2.03735 0.06480 0.05654

LUMO level	-0.7	eV
energy	-466.91920	hartree
multiplicity	1
HOMO energy	-0.3561	Ha
net charge	0

Here are the Mulliken charges for atoms 1 to 5, given in e: 0.23 -0.51 -0.49 0.24 0.24



# 5
Here is a gas-phase ion, C8H13N4 (charge +1) from the OMol25 dataset. Energies are from ωB97M-V with the def2-TZVPD basis set.

Atoms and positions in Å:
C 0.61351 -1.34969 -0.34964
C 1.22728 -0.19841 -0.40364
C -0.55020 1.45136 -0.20249
C -1.49160 -0.73810 -0.11872
C -2.89653 1.20653 -0.22487
C 0.82351 1.22398 -0.18963
C 2.79086 -0.24287 -0.70924
C 1.35617 1.77771 1.21677
N -1.66663 1.97580 -0.22483
N -2.65522 -0.26507 -0.06279
N -0.66226 -1.76415 -0.12072
N -1.05782 -3.03919 0.31835
H 1.35305 -2.23019 -0.35915
H -3.29725 1.54252 0.71138
H -3.47984 1.38006 -1.08302
H 1.24455 1.93866 -1.00317
H 2.95113 -0.31185 -1.74400
H 3.30572 -0.90819 -0.06977
H 3.17624 0.81519 -0.41189
H 0.93805 2.81943 1.34275
H 2.42552 1.73330 1.22833
H 0.91405 1.26188 2.13635
H -0.28618 -3.68553 0.43677
H -1.67234 -3.56190 -0.39701
H -3.40377 -0.83128 0.28385

LUMO level (spin up / spin down)	-3.1 / -6.0	eV
energy	-531.11334	hartree
multiplicity	3
HOMO energy (spin up / spin down)	-0.3534 / -0.4630	Ha
net charge	+1

Here are the Mulliken charges for atoms 1 to 5, given in e: 0.12 0.06 -0.31 0.26 -0.52



# 6
Here is a gas-phase ion, C4H10P (charge +1) from the OMol25 dataset. Energies are from ωB97M-V with the def2-TZVPD basis set.

Atoms and positions in Å:
C -0.57871 -2.03884 0.33095
C -1.06044 1.77627 0.45132
C -0.00378 0.07992 -1.59131
C 1.22229 0.07644 1.06408
P -0.35384 0.09406 0.19635
H 0.11329 -2.63823 0.88842
H -1.48250 -2.51231 0.02366
H -1.35294 2.21952 -0.59352
H -1.38865 2.14089 1.32030
H -0.48010 0.85928 -2.22659
H -0.22070 -0.80126 -2.06329
H 0.97127 0.41170 -1.78625
H 1.52405 1.10907 0.88080
H 1.91572 -0.72247 0.90691
H 1.17505 -0.05403 2.19817

LUMO level (spin up / spin down)	-5.5 / -6.7	eV
energy	-499.29035	hartree
multiplicity	1
HOMO energy (spin up / spin down)	-0.5416 / -0.5182	Ha
net charge	+1

Here are the Mulliken charges for atoms 1 to 5, given in e: -0.72 -0.74 -1.22 -1.19 1.12